Record 1
192
Properties=species:S:1:pos:R:3 method="wB97M-V/def2-TZVPD" energy_ha=-3541.9669 e_above_lowest_kj_mol=1052.6 spin_multiplicity=1 gap_ev=8.8
C -1.8285 -1.9180 19.4219
O -2.2358 -1.5301 18.1763
C -1.1942 -0.5612 17.5851
C -1.6633 0.0195 16.2752
N -1.6595 -0.9550 15.1788
C -2.6044 -0.7566 13.9981
C -3.0586 -2.0944 13.5474
O -2.4520 -2.6368 12.3621
C -3.0190 -3.8366 11.8559
H -0.8980 -2.4667 19.2764
H -2.7145 -2.5032 19.6679
H -1.5212 -1.2289 20.2086
H -0.2214 -1.0380 17.4646
H -1.2294 0.2116 18.3530
H -0.9001 0.6705 15.8487
H -2.5731 0.6199 16.2725
H -1.6248 -1.9245 15.4600
H -1.9931 -0.3200 13.2083
H -3.4802 -0.1552 14.2417
H -4.1164 -2.0374 13.2905
H -2.9634 -2.9623 14.2000
H -4.0673 -3.7448 11.5716
H -2.9217 -4.7304 12.4721
H -2.5062 -4.1720 10.9545
C -4.9234 6.7602 15.4992
O -5.4010 6.4508 14.2430
C -5.6916 5.0641 14.1198
C -6.5906 4.7864 12.9217
N -6.2122 5.6903 11.7486
C -4.8919 5.2763 11.2652
C -4.4685 5.6031 9.8855
O -5.1421 4.6922 8.8418
C -4.2771 4.1756 7.8882
H -4.1249 6.0557 15.7318
H -5.7438 6.8516 16.2110
H -4.3336 7.6750 15.5577
H -6.1545 4.5016 14.9307
H -4.7489 4.5661 13.8934
H -7.5965 5.1348 13.1561
H -6.5014 3.7166 12.7327
H -6.8788 5.4032 11.0461
H -4.7920 4.1939 11.1844
H -4.1294 5.6104 11.9688
H -3.3912 5.5776 9.7218
H -4.7665 6.6255 9.6533
H -4.8051 3.4008 7.3324
H -3.4832 3.8418 8.5564
H -4.0797 4.9966 7.1989
C 0.5668 -0.0408 -5.3650
O 0.8522 -0.7293 -4.1451
C 2.0270 -0.1996 -3.5084
C 2.3960 -0.8963 -2.1844
N 1.2743 -0.6528 -1.2130
C 1.5835 -0.9774 0.2204
C 0.2503 -1.1392 0.9135
O 0.3812 -1.3093 2.3163
C -0.8108 -1.2242 3.0542
H 0.1106 0.9294 -5.1685
H -0.1960 -0.4916 -5.9998
H 1.2181 0.1171 -6.2246
H 1.9650 0.8864 -3.4390
H 2.8486 -0.5360 -4.1408
H 3.2207 -0.3339 -1.7467
H 2.5518 -1.9101 -2.5533
H 0.4032 -1.0004 -1.5877
H 2.3688 -0.3499 0.6419
H 2.0110 -1.9784 0.2775
H -0.2061 -2.0031 0.4303
H -0.4117 -0.2922 0.7335
H -1.6210 -0.7091 2.5381
H -0.5629 -0.6537 3.9493
H -1.1351 -2.2152 3.3718
C 1.5083 -10.7646 1.2713
O 1.1154 -9.3995 1.0822
C 2.0339 -8.7249 0.1438
C 1.7109 -7.2013 0.2540
N 0.3659 -6.8566 -0.0469
C 0.1612 -6.7441 -1.4628
C -1.1313 -6.0474 -1.8678
O -2.3416 -6.8684 -1.7267
C -3.5712 -6.1791 -1.3207
H 2.4823 -10.9031 1.7407
H 1.4179 -11.3655 0.3665
H 0.7393 -11.0299 1.9968
H 1.9988 -9.0634 -0.8917
H 3.0964 -8.8031 0.3741
H 2.4814 -6.6286 -0.2621
H 1.8767 -6.9145 1.2925
H -0.2104 -7.5891 0.3423
H 0.1583 -7.7598 -1.8581
H 0.8923 -6.2351 -2.0908
H -1.1399 -5.6535 -2.8841
H -1.2564 -5.2101 -1.1813
H -4.2632 -6.9849 -1.5656
H -3.8923 -5.3255 -1.9176
H -3.4850 -6.0604 -0.2406
C 2.0911 3.6921 -14.8201
O 2.0187 4.7904 -13.9603
C 0.9232 4.8557 -13.0645
C -0.2053 5.6759 -13.6456
N -1.4490 5.3866 -12.8834
C -2.4885 6.4065 -13.2937
C -3.9407 5.7869 -13.0471
O -4.7259 6.1001 -14.1827
C -4.7563 4.9963 -15.1442
H 1.1749 3.5211 -15.3853
H 2.3868 2.7480 -14.3627
H 2.9140 3.9314 -15.4937
H 1.3139 5.2664 -12.1335
H 0.7212 3.8471 -12.7037
H -0.2839 5.5326 -14.7233
H 0.1244 6.7018 -13.4810
H -1.4119 5.1592 -11.9000
H -2.3821 6.6902 -14.3407
H -2.3511 7.3524 -12.7698
H -4.3308 6.3521 -12.2007
H -3.9629 4.7216 -12.8171
H -5.3575 4.1063 -14.9584
H -3.7756 4.7925 -15.5741
H -5.4027 5.4042 -15.9214
C 10.5441 1.6105 -6.0182
O 10.2591 2.9282 -6.3481
C 9.1573 3.0051 -7.1474
C 8.7304 4.4916 -7.3186
N 7.6762 4.9339 -6.3620
C 6.2677 4.3317 -6.5855
C 5.2169 5.1431 -5.7411
O 5.2631 4.6712 -4.3622
C 4.1237 5.2683 -3.6666
H 11.6227 1.6752 -5.8755
H 10.2744 0.8442 -6.7449
H 10.1344 1.4743 -5.0173
H 8.2712 2.5656 -6.6894
H 9.3435 2.3840 -8.0236
H 8.3208 4.5202 -8.3283
H 9.5578 5.1792 -7.1435
H 7.9995 4.8386 -5.4098
H 6.2667 3.2681 -6.3470
H 5.8780 4.5561 -7.5784
H 4.2670 4.9967 -6.2553
H 5.4321 6.1985 -5.9088
H 3.1673 4.9023 -4.0400
H 4.2467 6.3504 -3.7125
H 4.0381 4.9088 -2.6412
C 0.5414 -5.2353 14.9743
O 1.2760 -4.2434 14.2007
C 2.6311 -4.6363 14.0574
C 3.0435 -4.1378 12.6561
N 2.3741 -5.0208 11.6380
C 2.4264 -4.3879 10.3313
C 3.7406 -3.7763 9.8646
O 3.3129 -2.8972 8.8438
C 4.4071 -2.2687 8.0201
H 0.5387 -6.1735 14.4196
H -0.4552 -4.9496 15.3110
H 1.0736 -5.3646 15.9167
H 2.9251 -5.6663 14.2593
H 3.1092 -4.1749 14.9215
H 4.1024 -4.3332 12.4869
H 2.7523 -3.0880 12.6211
H 1.4340 -5.1574 11.9811
H 1.5535 -3.7359 10.3632
H 2.1240 -5.1408 9.6034
H 4.4169 -4.5275 9.4567
H 4.3686 -3.2536 10.5862
H 4.0632 -1.7705 7.1136
H 4.9947 -3.1406 7.7328
H 5.0021 -1.5389 8.5692
C -3.9716 0.9475 -21.2964
O -2.7812 1.1141 -20.6181
C -2.8562 0.4406 -19.3637
C -1.4845 0.5907 -18.7027
N -1.2944 -0.1577 -17.4356
C -2.0993 0.4667 -16.2950
C -2.2781 -0.6851 -15.3415
O -1.0003 -1.3516 -14.9611
C -1.0145 -2.4731 -14.1012
H -3.8145 1.5824 -22.1684
H -4.8021 1.2956 -20.6822
H -4.2311 -0.0321 -21.6979
H -2.8676 -0.6401 -19.5054
H -3.6048 0.9143 -18.7287
H -1.1671 1.6317 -18.6410
H -0.7924 0.1558 -19.4238
H -0.4325 -0.6701 -17.3139
H -2.9770 0.9591 -16.7137
H -1.5258 1.2346 -15.7759
H -2.8463 -1.4711 -15.8389
H -2.8829 -0.3712 -14.4907
H -1.4954 -2.2405 -13.1511
H -0.0080 -2.8642 -13.9524
H -1.6898 -3.1986 -14.5549

---

Record 2
12
Properties=species:S:1:pos:R:3 method="wB97M-V/def2-TZVPD" energy_ha=-232.0072 e_above_lowest_kj_mol=575.3 spin_multiplicity=1 gap_ev="7.2 / 7.1"
C -2.6203 0.6924 0.3533
C -1.2995 0.2478 -0.0790
C -0.1890 -0.1111 -0.3964
C 1.0474 -0.5932 -0.8946
C 2.2524 -0.5240 -0.2568
C 2.3044 0.0599 1.0525
H -2.5569 1.6646 0.8514
H -3.3093 0.7757 -0.4927
H -3.0405 -0.0235 1.0675
H 0.9896 -1.0814 -1.8697
H 3.1016 -0.9628 -0.7907
H 3.3202 -0.1443 1.4552